{"formula": "C3H10N2", "method": "wB97M-V/def2-TZVPD", "lumo_energy_ev": 1.0783, "homo_energy_ev": -9.5, "smiles": "[H]/N=C/N.CC", "orbital_gap_ev": 10.532, "e_above_lowest_kcal_mol": 40.7, "mol_weight_g_mol": 74.13, "energy_ev": -6251.664, "species": ["C", "C", "H", "H", "H", "H", "H", "H", "N", "C", "N", "H", "H", "H", "H"], "positions_angstrom": [[-2.98809, -2.28005, 3.23782], [-3.76704, -3.61601, 3.27296], [-1.90468, -2.52827, 3.18399], [-3.06693, -1.48999, 4.06746], [-3.36019, -1.69896, 2.27043], [-3.35602, -4.41184, 2.58308], [-3.91156, -3.86770, 4.31093], [-4.92273, -3.36180, 2.84868], [2.37578, 2.29327, -1.29060], [2.81907, 2.45982, -2.57852], [2.38421, 1.77982, -3.51594], [3.09617, 2.55897, -0.73420], [1.80676, 1.47072, -1.11221], [3.38256, 3.24324, -2.91656], [2.53304, 2.19144, -4.44937]]}